This record from the OMol25 dataset describes a molecular structure, C33H41AlN6P2Se. The level of theory is wB97M-V/def2-TZVPD.

The charge is +2. The calculation puts the HOMO energy at -13.539 eV. For the HOMO-LUMO gap, the calculation gives 7.72 eV. The value obtained for the LUMO energy is -5.8 eV.

Atoms and positions in Å:
H -2.745 -0.480 -2.210
C 1.224 3.086 -1.416
H -5.310 4.247 3.087
H -1.020 -2.068 3.250
C -0.935 -1.023 2.954
H 1.441 -3.372 2.681
C -1.634 -5.704 -1.504
H 3.134 4.260 1.757
C 2.295 -1.351 -2.303
H 2.871 -2.703 3.472
H 3.261 -0.265 3.531
C 0.997 -1.064 -3.050
C -3.082 2.750 1.049
H 2.532 4.418 -2.482
H 2.160 4.351 4.031
P -0.376 -0.801 -1.819
H 3.858 -1.669 1.521
H 3.104 -1.462 -3.026
P 0.189 -0.929 1.529
H 1.604 0.233 3.819
C 1.846 -2.486 3.166
H -1.725 2.024 -2.340
C 1.674 3.775 3.254
H -2.073 -1.834 -3.152
H 2.239 -2.275 -1.726
C -2.359 3.894 0.736
H 1.551 1.043 -3.270
C 1.588 3.891 -2.496
C -1.178 -4.548 -0.822
H -0.989 -5.827 2.348
H 2.606 -2.380 0.508
C 2.865 -1.502 1.100
H -0.008 3.160 4.475
N -0.987 -3.398 -1.502
C 2.315 -0.036 3.037
C 0.472 3.111 3.510
C 2.227 3.722 1.995
H 2.483 0.830 2.395
C -0.089 2.379 2.501
H 2.929 -0.636 0.439
C 1.877 -1.268 2.238
H -0.154 -1.973 -4.669
N 0.083 2.393 -1.407
H -2.175 -7.743 -1.311
H -4.763 2.010 2.184
H -1.814 -5.640 -2.568
Se -2.707 1.002 0.345
C -1.167 -5.810 1.281
H 1.898 0.024 -4.661
C -0.314 -2.403 0.556
C -1.595 -6.906 0.600
H 0.245 0.530 -4.361
H 2.926 3.497 -0.407
H -2.203 6.008 1.076
N 0.463 2.293 1.263
C -1.900 -0.814 -2.811
C -4.164 2.867 1.908
N -0.528 -3.503 1.240
C -4.468 4.125 2.415
C -0.549 -2.350 -0.845
C 1.566 2.998 1.004
C 0.703 4.038 -3.538
H -1.794 -0.158 -3.674
H -1.915 -0.636 2.683
H 2.563 -0.532 -1.633
C 0.664 -2.224 -3.993
C -1.831 -6.853 -0.803
N -3.779 5.226 2.132
H -1.517 3.873 0.061
Al -0.403 1.024 -0.021
H -0.536 -0.446 3.788
C -2.748 5.099 1.305
H 1.268 -2.293 4.070
H -1.010 1.826 2.638
H 0.957 4.677 -4.374
H 0.403 -3.137 -3.461
C 1.168 0.218 -3.872
H 1.545 -2.425 -4.605
C -0.794 2.570 -2.429
N 2.053 3.002 -0.301
H -1.766 -7.836 1.125
H -1.266 3.506 -4.277
C -0.532 3.386 -3.494
C -0.944 -4.601 0.576

Now the Mulliken charges, all in e:
1. H 0.400
2. C 0.267
3. H 0.388
4. H 0.613
5. C -1.665
6. H 0.317
7. C -0.613
8. H 0.520
9. C -1.688
10. H 0.522
11. H 0.585
12. C 1.573
13. C 0.425
14. H 0.517
15. H 0.495
16. P 0.641
17. H 0.609
18. H 0.619
19. P 1.034
20. H 0.320
21. C -1.693
22. H 0.563
23. C -0.758
24. H 0.569
25. H 0.315
26. C 0.103
27. H 0.208
28. C -0.939
29. C 0.254
30. H 0.496
31. H 0.297
32. C -1.650
33. H 0.571
34. N -0.095
35. C -1.686
36. C -1.301
37. C -1.034
38. H 0.195
39. C -0.167
40. H 0.205
41. C 1.476
42. H 0.371
43. N 1.615
44. H 0.432
45. H 0.429
46. H 0.494
47. Se 0.120
48. C -0.602
49. H 0.579
50. C -0.188
51. C -0.595
52. H 0.333
53. H 0.365
54. H 0.392
55. N 1.387
56. C -1.657
57. C -0.710
58. N -0.122
59. C -0.445
60. C -0.123
61. C 0.494
62. C -0.730
63. H 0.369
64. H 0.369
65. H 0.197
66. C -1.692
67. C -0.585
68. N -0.567
69. H 0.461
70. Al -0.320
71. H 0.348
72. C -0.660
73. H 0.357
74. H 0.572
75. H 0.481
76. H 0.315
77. C -1.761
78. H 0.514
79. C -0.287
80. N 0.020
81. H 0.429
82. H 0.526
83. C -1.000
84. C 0.264

***

This record from the OMol25 dataset describes a molecular structure, C33H41Cl3GeHgN6O2SSb. The level of theory is wB97M-V/def2-TZVPD.

Its spin multiplicity is 2. The charge is -2. The calculation puts the HOMO energy (spin up / spin down) at -0.040 / -1.417 eV. For the HOMO-LUMO gap (spin up / spin down), the calculation gives 4.16 / 5.54 eV. The value obtained for the LUMO energy (spin up / spin down) is 4.1 / 4.1 eV. Its expectation value of S² is 0.7551.

Atoms and positions in Å:
C 2.735 3.172 -5.819
C 2.370 -2.230 4.458
C 5.059 -0.733 0.316
H 2.435 0.950 5.419
C -4.131 -0.838 -2.748
O -3.989 0.426 1.610
H -0.711 -1.758 5.602
C 3.546 4.192 -3.795
H 1.537 -3.317 -5.378
H -1.465 6.294 -4.926
H 2.786 -2.770 3.605
Hg -0.465 0.831 0.341
C 2.171 -0.109 5.492
H -4.814 1.286 -2.858
H 2.593 -0.802 2.264
N 2.769 -0.822 4.361
C -0.444 4.611 -5.780
H 6.149 -0.366 -2.746
H 6.643 1.209 -2.094
H 3.582 2.211 0.656
H 0.024 0.605 -4.637
C -1.622 2.524 -5.728
N -2.009 -0.239 -2.283
H 5.401 1.118 -3.355
C 5.792 0.627 -2.463
C -0.470 3.240 -6.040
C -2.699 3.150 -5.117
N -2.768 0.837 -2.452
H -0.907 0.178 4.256
C 5.102 3.540 -5.502
C 0.729 -1.391 -4.884
H 2.370 -1.032 -2.091
C 1.429 -2.282 -5.680
H 2.533 -2.546 -7.510
O -2.492 -1.232 2.079
H -3.583 2.577 -4.864
H 2.589 -0.514 6.420
H 1.488 3.752 -4.162
H 3.347 4.632 -2.826
H 5.133 2.735 -0.047
C 2.178 -0.272 3.124
H 2.337 -0.174 -8.169
Cl -4.070 -1.787 4.611
H -2.348 1.743 -2.330
C 4.848 4.102 -4.256
H 2.445 0.786 3.054
C 0.178 0.298 4.264
N 0.713 -0.228 5.535
H 6.122 3.458 -5.860
C -3.553 -0.614 2.074
C 1.997 -1.851 -6.875
C -2.819 -1.268 -2.459
S 1.792 1.221 -2.677
H 6.127 -0.902 0.159
H 5.668 4.460 -3.645
C 2.492 3.706 -4.557
Ge 4.336 0.491 -1.094
C 0.578 -0.066 -5.273
H 4.923 -0.288 1.304
Sb 1.182 2.413 -7.124
H -0.708 -1.911 3.203
H 0.791 -2.353 2.370
H 4.245 2.666 -7.261
H 3.616 2.913 -0.961
H 4.556 -1.701 0.308
H -1.675 1.462 -5.942
C 0.378 -1.816 3.226
C 1.162 0.377 -6.456
C -4.054 0.534 -2.727
H 0.437 5.186 -6.044
C 1.872 -0.522 -7.250
C -2.643 4.504 -4.817
H -2.439 -2.272 -2.359
H 0.779 -2.071 6.527
H -3.477 4.986 -4.321
N 0.919 -2.408 4.467
C -1.512 5.236 -5.157
H 2.788 -2.646 5.381
N 0.730 -0.403 3.116
Cl -6.237 -0.573 3.139
H 0.302 -1.710 -3.941
Cl -5.047 -3.025 2.195
C 4.163 2.280 -0.266
C 4.047 3.090 -6.280
C -4.712 -1.460 2.976
H 0.423 1.361 4.194
H -5.001 -1.447 -2.923
C 0.376 -1.655 5.597
C 2.678 -0.003 -1.915

Now the Mulliken charges, all in e:
1. C 0.054
2. C -0.709
3. C -1.300
4. H 0.306
5. C -0.652
6. O -0.655
7. H 0.283
8. C -0.474
9. H 0.360
10. H 0.368
11. H 0.311
12. Hg 0.150
13. C -0.675
14. H 0.513
15. H 0.370
16. N 0.135
17. C -0.477
18. H 0.384
19. H 0.365
20. H 0.230
21. H 0.482
22. C -0.341
23. N -0.406
24. H 0.118
25. C -1.086
26. C 0.005
27. C -0.490
28. N 0.412
29. H 0.222
30. C -0.596
31. C -0.585
32. H 0.341
33. C -0.515
34. H 0.345
35. O -0.547
36. H 0.476
37. H 0.366
38. H 0.475
39. H 0.273
40. H 0.346
41. C -0.901
42. H 0.279
43. Cl -0.202
44. H 0.120
45. C -0.410
46. H 0.207
47. C -0.744
48. N -0.008
49. H 0.367
50. C 0.330
51. C -0.507
52. C -0.374
53. S -0.345
54. H 0.402
55. H 0.350
56. C -0.042
57. Ge 0.360
58. C -0.004
59. H 0.355
60. Sb 0.672
61. H 0.268
62. H 0.274
63. H 0.270
64. H 0.051
65. H 0.358
66. H 0.410
67. C -0.730
68. C -0.139
69. C -0.513
70. H 0.403
71. C -0.456
72. C -0.503
73. H 0.463
74. H 0.332
75. H 0.372
76. N 0.064
77. C -0.534
78. H 0.367
79. N 0.444
80. Cl -0.179
81. H 0.473
82. Cl -0.207
83. C -0.761
84. C -0.485
85. C 0.401
86. H 0.341
87. H 0.421
88. C -0.582
89. C -0.715

***

This record from the OMol25 dataset describes 9 unconnected molecules or ions with the total composition C33H41Cl8N5 at a distorted geometry. The level of theory is wB97M-V/def2-TZVPD.

Its SMILES is c1ccncc1.c1ccncc1.c1ccncc1.c1ccncc1.c1ccncc1.ClCCCl.ClCCCl.ClCCCl.ClCCCl. The calculation puts the HOMO energy at -9.475 eV. For the HOMO-LUMO gap, the calculation gives 9.79 eV. The value obtained for the LUMO energy is 0.3 eV.

Atoms and positions in Å:
N -14.878 -19.510 13.379
H -19.711 -15.159 11.287
H -18.409 -12.528 11.498
C -12.826 -18.468 12.577
C -23.851 -11.836 12.539
H -18.285 -13.514 7.625
C -14.735 -17.137 12.867
H -17.283 -16.011 11.711
H -15.507 -12.275 5.236
C -22.423 -12.642 10.358
C -19.361 -10.739 11.164
C -20.307 -18.194 13.055
H -16.403 -18.064 13.621
H -16.228 -9.436 9.427
C -17.597 -15.487 10.821
H -23.090 -9.838 11.888
H -15.622 -15.697 9.905
H -24.388 -11.464 13.399
H -20.155 -12.846 3.139
H -20.640 -14.454 3.645
H -12.487 -10.177 8.470
C -14.302 -11.314 8.247
C -17.926 -16.735 5.847
H -20.185 -14.030 9.213
H -18.340 -8.106 9.616
H -15.294 -16.215 12.942
Cl -14.745 -13.296 12.396
H -17.549 -17.574 6.432
H -15.286 -14.552 14.333
H -14.417 -11.511 9.303
C -15.529 -13.558 13.957
C -18.295 -11.541 11.075
H -21.962 -12.998 9.449
Cl -20.011 -18.300 5.066
H -16.264 -11.774 10.233
H -18.588 -15.363 2.005
Cl -17.641 -13.468 15.676
N -19.354 -9.536 10.618
H -22.305 -18.730 13.151
Cl -22.378 -16.326 12.474
C -17.110 -11.126 10.411
C -19.185 -14.379 9.424
C -17.103 -9.839 9.915
H -21.908 -17.579 14.376
Cl -18.610 -13.630 4.647
C -13.370 -17.163 12.514
H -19.773 -16.004 5.018
C -18.911 -15.047 10.571
H -20.138 -18.374 11.994
H -21.855 -10.596 10.039
H -13.706 -10.670 4.449
C -14.904 -11.708 5.930
C -18.283 -9.134 9.941
H -19.790 -16.508 6.753
H -17.642 -14.060 13.435
C -23.135 -10.905 11.728
H -15.975 -12.447 7.496
C -13.202 -10.616 7.790
C -21.752 -17.806 13.322
H -18.467 -13.558 1.645
Cl -18.997 -17.074 13.626
C -16.643 -15.351 9.846
Cl -20.410 -14.585 0.857
N -16.965 -14.586 8.724
N -13.045 -10.364 6.432
C -13.832 -10.921 5.492
C -19.079 -14.389 1.996
H -20.032 -19.158 13.481
C -13.560 -19.545 13.027
C -17.070 -13.300 13.967
H -13.049 -20.493 13.096
C -15.389 -18.250 13.297
C -19.423 -16.732 5.751
C -23.239 -13.547 11.057
C -15.133 -11.802 7.290
H -17.436 -15.939 6.409
H -12.822 -16.324 12.112
C -19.798 -13.866 3.280
Cl -17.225 -16.601 4.221
H -23.151 -14.577 10.745
N -23.777 -13.146 12.254
C -18.182 -14.038 8.564
H -11.798 -18.611 12.279
H -20.197 -10.926 11.821
H -15.208 -12.877 14.746
H -17.416 -12.352 13.555
C -22.388 -11.294 10.668

Now the Mulliken charges, all in e:
1. N -0.563
2. H 0.452
3. H 0.924
4. C -0.360
5. C -0.269
6. H 0.474
7. C 0.747
8. H 0.144
9. H 0.409
10. C -0.088
11. C -0.909
12. C -0.668
13. H 0.255
14. H 0.456
15. C 0.550
16. H 0.365
17. H 0.582
18. H 0.368
19. H 0.423
20. H 0.420
21. H 0.362
22. C -0.320
23. C -0.159
24. H 0.051
25. H 0.390
26. H -0.191
27. Cl -0.098
28. H 0.490
29. H 0.419
30. H 0.486
31. C -0.690
32. C -0.275
33. H 0.678
34. Cl -0.200
35. H 0.091
36. H 0.175
37. Cl -0.191
38. N -0.623
39. H 0.342
40. Cl -0.111
41. C 0.218
42. C -0.606
43. C -0.590
44. H 0.296
45. Cl -0.073
46. C -0.622
47. H -0.322
48. C 0.101
49. H 0.299
50. H 0.481
51. H 0.355
52. C -0.506
53. C -0.476
54. H 0.195
55. H -0.179
56. C -0.226
57. H 0.229
58. C -0.478
59. C -0.498
60. H 0.305
61. Cl -0.148
62. C -1.302
63. Cl -0.212
64. N -0.250
65. N -0.580
66. C -0.374
67. C -0.126
68. H 0.461
69. C -0.213
70. C 0.139
71. H 0.356
72. C -0.207
73. C 0.334
74. C -0.653
75. C 0.448
76. H -0.211
77. H 0.443
78. C -0.884
79. Cl -0.183
80. H 0.472
81. N -0.486
82. C -0.184
83. H 0.353
84. H 0.707
85. H 0.435
86. H 0.249
87. C -0.628

***

This record from the OMol25 dataset describes a molecular structure, C33H41CoGeIN2O2S2 at a distorted geometry. The level of theory is wB97M-V/def2-TZVPD.

Its spin multiplicity is 5. The charge is +3. The calculation puts the HOMO energy (spin up / spin down) at -15.392 / -15.391 eV. For the HOMO-LUMO gap (spin up / spin down), the calculation gives 5.65 / 3.51 eV. The value obtained for the LUMO energy (spin up / spin down) is -9.7 / -11.9 eV. Its expectation value of S² is 6.0664.

Atoms and positions in Å:
S 0.014 2.385 0.474
C -1.802 -2.539 -2.660
C 7.180 1.773 -0.812
H 1.062 5.758 4.430
H 0.729 4.442 2.376
H 1.589 -4.876 -0.842
H 0.059 4.839 -0.205
C -6.749 -0.416 0.147
H -4.809 2.330 -0.219
C -0.075 -5.680 1.179
H 5.309 3.558 0.186
C 5.382 1.121 -2.281
C -5.766 -1.345 0.499
C 1.434 -5.550 1.199
H -3.368 -4.873 -3.012
C 1.743 -3.126 0.448
C 1.330 6.032 1.065
H -3.921 -2.537 -2.409
H 1.992 7.792 0.017
H -1.239 -2.736 0.899
H 1.860 -6.543 1.020
H 4.121 3.672 1.502
C 1.083 5.461 2.317
H 3.068 -4.737 0.093
H 0.348 -2.697 -2.615
C 4.968 1.084 0.196
C 1.970 8.085 2.135
H 1.886 -2.931 1.512
C -4.092 0.360 0.227
C -0.513 -3.014 -2.021
H -0.541 -4.727 1.460
H 1.773 -5.236 2.187
H 5.525 1.200 1.131
H -0.434 -5.964 0.192
H 7.570 1.932 0.182
C -4.444 -0.953 0.544
H 8.145 1.923 -4.051
I -8.761 -1.054 -0.055
O -1.768 -0.157 0.100
H 3.604 4.168 -1.487
C 1.091 5.198 -0.172
H -1.815 -2.920 -3.689
O -2.372 1.973 0.097
C 7.996 1.983 -1.911
C -5.092 1.303 -0.040
Co 0.002 0.071 0.035
C 1.265 6.202 3.467
H 5.818 1.161 -4.372
H 1.296 5.785 -1.072
H -0.506 -4.104 -1.974
H -2.464 -5.066 -1.504
H 4.370 0.775 -2.422
H 3.602 5.380 -0.191
C 2.623 1.751 0.010
H 2.300 9.109 2.070
C 1.614 2.816 0.083
H -4.198 -4.782 -1.469
C 5.872 1.331 -0.991
C -3.276 -4.526 -1.983
H -3.008 -2.695 -0.904
H -3.677 -1.657 0.835
H 1.889 8.082 4.280
C -2.669 0.791 0.147
H -0.405 -6.430 1.893
C 7.508 1.763 -3.196
H 9.012 2.316 -1.770
C 1.797 7.341 0.980
H -6.036 -2.366 0.725
H 4.545 0.078 0.152
N 3.888 2.048 0.208
H -1.816 -1.448 -2.719
S 2.129 0.157 -0.317
C 1.719 7.512 3.380
C -6.416 0.917 -0.091
C 4.255 3.432 0.442
N 1.989 4.062 -0.163
H -7.181 1.643 -0.322
C -3.061 -3.023 -1.950
Ge -0.110 -2.458 -0.110
C 1.982 -4.607 0.140
H 2.472 -2.529 -0.107
C 6.198 1.333 -3.378
C 3.392 4.335 -0.425

Now the Mulliken charges, all in e:
1. S -0.002
2. C -0.916
3. C -0.321
4. H 0.427
5. H 0.324
6. H 0.290
7. H 0.527
8. C -0.189
9. H 0.511
10. C -0.825
11. H 0.498
12. C -0.196
13. C -0.307
14. C -0.645
15. H 0.367
16. C -0.429
17. C 0.916
18. H 0.427
19. H 0.412
20. H -0.005
21. H 0.375
22. H 0.343
23. C -0.092
24. H 0.388
25. H 0.535
26. C -1.232
27. C -0.634
28. H 0.352
29. C 0.513
30. C -0.889
31. H 0.072
32. H 0.324
33. H 0.437
34. H 0.236
35. H 0.430
36. C -0.344
37. H 0.422
38. I 0.600
39. O -0.452
40. H 0.346
41. C -1.529
42. H 0.464
43. O -0.642
44. C -0.647
45. C -0.580
46. Co -0.345
47. C -0.827
48. H 0.429
49. H 0.466
50. H 0.545
51. H 0.187
52. H 0.398
53. H 0.505
54. C 0.605
55. H 0.415
56. C 0.498
57. H 0.431
58. C 0.751
59. C -1.339
60. H -0.647
61. H 0.419
62. H 0.416
63. C 0.290
64. H 0.438
65. C -0.463
66. H 0.418
67. C -0.340
68. H 0.461
69. H 0.435
70. N 0.226
71. H 0.230
72. S 0.119
73. C -0.453
74. C -0.326
75. C -0.704
76. N 0.262
77. H 0.432
78. C 0.750
79. Ge 0.420
80. C -0.645
81. H 0.412
82. C -0.787
83. C -0.741

***

Let's list energy relative to the best compared isomer or geometry (same formula, charge and spin) in order: 0.0, 36.5, 65.5, 85.4 kcal per mole.